1.
20
Properties=species:S:1:pos:R:3:forces:R:3 method="wB97M-V/def2-TZVPD" spin_multiplicity=2 total_charge=+2 e_lumo_ev="-12.94 / -13.25" de_lowest_kcal_mol=167.6
N -0.74129 -0.60823 -1.54051 2.993 0.513 1.341
N 0.46038 1.65714 2.35490 0.709 -0.475 -1.827
C -0.98408 0.20358 0.75602 0.459 -0.117 2.476
C 0.01381 -0.82444 -2.79115 -0.998 1.615 -0.217
C 0.12761 -0.06101 -0.43526 -1.963 0.925 0.793
C 1.18226 -0.84156 0.11457 0.290 -0.398 -2.968
C -0.32053 0.45071 2.16466 0.290 -0.439 -0.393
H -1.09558 0.41258 2.92683 -0.415 0.102 -0.195
H 0.12570 2.45710 1.81455 -0.689 0.152 0.747
H 1.13797 -1.91768 -0.04434 -0.020 -0.254 0.883
H -1.68828 1.02281 0.61454 0.306 0.289 -1.140
H 0.33832 -1.86256 -2.94496 -0.504 -0.115 -0.018
H -1.55840 -0.71938 0.79781 -0.044 -0.321 0.047
H 0.89813 -0.19106 -2.67612 0.131 -0.330 0.000
H 1.37110 1.52190 1.91127 0.284 -0.014 0.675
H 0.33331 -0.43213 2.37592 -0.088 0.313 -0.041
H 2.17622 -0.39566 0.14153 -0.038 0.122 1.415
H 0.46559 0.94855 -0.70337 -0.009 -0.003 -0.309
H -0.54264 -0.35512 -3.63005 -0.065 -0.976 0.218
H -1.69960 -0.46556 -1.20684 -0.629 -0.589 -1.489

2.
18
Properties=species:S:1:pos:R:3:forces:R:3 method="wB97M-V/def2-TZVPD" total_charge=0 e_lumo_ev=0.56 de_lowest_kcal_mol=45.4
S 1.43061 0.16641 1.28029 0.171 -1.387 -1.831
O -0.98947 0.36867 -1.69029 -0.647 2.028 -1.745
O 0.79109 1.10919 2.15526 -0.996 1.891 2.112
N -0.57940 -1.01666 -0.04455 1.065 0.187 0.209
C -1.83133 -1.72262 -0.36439 -0.005 3.071 2.577
C 1.01178 0.73418 -0.44416 3.205 -0.295 -0.078
C 1.10950 2.26255 -0.57360 1.052 -1.155 -0.799
C 0.19557 -1.24018 1.16822 1.226 0.158 -2.874
C -0.27783 0.12034 -0.76293 -0.608 -2.919 -0.396
H 1.90754 0.29001 -0.95964 -1.259 -0.201 -0.226
H -1.70116 -2.67297 -0.72554 0.517 -2.493 -0.475
H 0.25033 2.42865 -0.01229 -1.216 2.083 1.211
H 2.07012 2.54709 -0.10261 -0.803 0.352 -0.127
H -2.32907 -1.14328 -1.12389 -0.197 0.223 -0.077
H 0.69752 -2.20042 1.21403 0.127 -0.210 -0.167
H -2.38603 -1.64138 0.59955 -0.219 -0.712 -0.864
H 1.02049 2.70738 -1.60581 0.055 -0.958 1.045
H -0.39026 -1.09696 1.99236 -1.468 0.338 2.506

3.
10
Properties=species:S:1:pos:R:3:forces:R:3 method="wB97M-V/def2-TZVPD" total_charge=0 smiles="S=C1CC=CO1" e_lumo_ev=0.37 de_lowest_kcal_mol=21.3
S -0.72049 2.36211 -1.21947 -0.942 1.867 -1.140
O 0.82566 1.11921 0.37514 0.798 1.271 0.143
C 1.16786 -0.13073 0.80358 -1.327 -1.199 -0.035
C -0.75081 -0.29772 -0.42370 -1.136 -0.199 -0.780
C -0.26931 1.09109 -0.42925 1.308 -0.950 1.126
C 0.26128 -1.02926 0.38244 0.626 0.391 -0.004
H -0.94651 -0.55637 -1.47507 0.515 -0.476 0.224
H 0.17507 -2.07624 0.55088 0.359 -0.469 0.307
H -1.76897 -0.32230 -0.03023 -0.016 -0.070 0.430
H 2.02622 -0.15979 1.46568 -0.184 -0.168 -0.271

4.
50
Properties=species:S:1:pos:R:3:forces:R:3 method="wB97M-V/def2-TZVPD" total_charge=0 smiles="O=C(O)c1cc(-c2ccc(-c3ccc(F)cc3C(F)(F)F)cc2C2CCCCC2)on1" e_lumo_ev=-0.13 de_lowest_kcal_mol=64.5
F -3.07385 0.11116 -3.97171 0.425 -0.257 2.245
F -1.66600 1.04644 -2.62089 -0.282 1.156 0.666
F -3.12924 -0.38360 -1.72450 -0.592 1.604 -0.737
F -0.53388 -3.69795 -5.52814 0.352 -0.391 0.021
O -0.48492 0.18754 4.70780 0.934 0.216 0.729
O 4.02196 1.02381 5.35265 -2.491 -0.749 -1.450
O 2.94163 1.08421 7.31938 0.524 -0.230 0.720
N 0.29761 0.56924 5.83998 0.654 0.143 0.798
C 1.80024 4.62846 0.23459 0.019 -1.729 -1.181
C 2.91445 0.88564 6.14268 -0.409 1.284 1.547
C 0.95676 1.90205 1.26045 -0.539 -1.272 -2.692
C -0.59845 -1.20998 -0.49133 1.177 0.190 3.986
C -0.03958 3.01862 1.09173 1.852 0.335 0.014
C 0.29970 -0.00437 3.64244 4.229 1.122 0.930
C -1.36987 -1.33269 -2.87299 0.206 1.418 -0.231
C 0.59106 4.38247 1.16153 0.451 2.305 -0.094
C 2.76090 3.41046 0.34009 -1.793 0.149 -1.797
C 0.27782 0.49567 1.09467 -0.118 -0.021 0.571
C 1.62362 0.24936 4.11894 -0.685 0.108 -2.913
C 1.60108 0.62531 5.48116 -2.121 -1.526 -3.935
C -0.04957 0.06467 -0.23668 -0.542 -1.392 2.409
C -0.81075 -2.07490 0.65305 0.505 2.027 -1.010
C -0.50144 -3.16459 -4.31820 -1.073 2.730 3.386
C -0.64490 -1.61629 1.94997 0.924 1.384 -1.348
C 0.07732 -3.72924 -3.14152 -0.593 0.044 -3.580
C -1.19387 -1.90233 -4.10683 0.683 -2.917 -0.897
C -0.02660 -0.35766 2.21309 -1.311 0.056 -0.670
C 2.00581 2.07646 0.17607 0.516 0.028 -0.836
C -0.62818 -1.82063 -1.77772 -0.258 -1.414 -1.720
C 0.06635 -3.05103 -1.96372 0.373 0.599 0.971
C -2.36001 -0.04706 -2.77949 1.703 -4.235 -1.410
H 0.58853 -4.66502 -3.21543 0.262 -0.451 -0.037
H -0.97341 -3.10740 0.44670 -0.700 -0.540 0.080
H 1.59706 4.74672 -0.83674 -0.780 -0.400 -0.018
H 4.81461 1.07376 5.85823 0.771 0.166 1.189
H -0.39674 2.95813 0.11240 -1.322 -0.501 -1.525
H 2.49009 0.36415 3.43165 -0.704 -0.546 0.793
H 3.17894 3.37160 1.25532 1.383 0.117 3.583
H -0.92147 -2.25906 2.72896 -0.089 -0.759 1.213
H 2.68075 1.19456 0.26787 -0.135 0.674 -0.603
H 1.50051 2.12415 -0.81964 0.549 -0.412 0.562
H -1.72355 -1.51928 -4.93564 -0.433 0.448 -0.853
H -0.12372 5.23891 0.99034 0.311 -1.085 0.223
H 3.61818 3.47178 -0.29401 0.343 0.116 -0.980
H 0.22447 0.67691 -1.03991 0.201 0.744 -0.998
H -0.73838 2.80548 1.82143 -2.154 0.376 1.307
H 0.74196 -3.56992 -1.23712 -1.051 1.152 0.027
H 1.04647 4.58987 2.12412 -0.304 -0.182 0.672
H 1.48672 2.00670 2.14831 0.530 -0.120 2.011
H 2.24257 5.58759 0.40546 0.601 0.438 0.861

5.
11
Properties=species:S:1:pos:R:3:forces:R:3 method="wB97M-V/def2-TZVPD" total_charge=0 e_lumo_ev=0.05 de_lowest_kcal_mol=9.2
F 2.71300 0.32536 0.03976 3.025 -2.813 1.497
F -1.18392 1.59018 0.62039 -2.935 0.634 2.081
N 0.68298 1.75211 -0.42776 0.882 0.303 -0.197
C -0.51981 -0.45085 -0.34296 0.602 1.128 0.674
C -1.34145 -1.31128 0.27370 2.254 2.140 -2.152
C -0.26544 1.00319 -0.05562 0.837 0.378 -1.077
H 0.69895 2.76473 -0.07951 -0.645 -2.137 -0.528
H 0.17482 -0.75631 -1.09375 0.356 -0.659 -0.238
H 2.13710 0.90521 -0.29939 -2.605 2.506 -1.489
H -1.23157 -2.27662 -0.05041 -0.014 -2.390 -0.632
H -2.10709 -1.10842 0.90894 -1.756 0.910 2.059

6.
20
Properties=species:S:1:pos:R:3:forces:R:3 method="wB97M-V/def2-TZVPD" spin_multiplicity=2 total_charge=+2 e_lumo_ev="-9.27 / -12.12"
Sr -0.75938 1.21257 1.77932 0.212 1.068 -1.873
Sr 1.90968 -1.60728 -1.28403 -0.063 1.530 1.505
Sr -0.10509 1.67115 -2.19964 -0.280 1.828 2.701
Cl -3.11508 -0.04933 -0.59356 -4.779 -0.605 -5.986
Cl -0.61722 -3.29880 1.76757 -1.275 3.356 -1.176
Cl 3.34342 2.40806 -0.74248 4.397 6.410 -1.349
F -0.23278 3.06684 0.02199 -0.851 -2.322 -0.076
F 0.61190 0.26624 -0.10105 0.125 -0.885 -0.838
O -1.95433 -3.87306 1.76502 0.143 0.111 0.123
O 3.56691 2.58993 0.67003 -1.359 -1.560 -0.633
O 3.18741 1.03746 -1.20645 -3.263 -3.597 -0.018
O -0.40711 -2.40486 0.66193 -0.145 -0.337 -0.771
O 2.30447 3.41327 -1.19471 -0.023 -3.481 0.253
O -3.34867 1.32695 -0.94332 -1.295 0.407 1.340
O -4.12554 -1.02052 -1.00229 1.106 2.248 1.182
O 0.26557 -4.34092 1.76065 2.442 -4.357 -0.664
O 4.56152 2.74105 -1.45855 -0.906 0.259 0.772
O -0.33683 -2.58396 2.93365 -0.839 1.233 2.243
O -2.77841 -0.24363 0.72758 1.384 0.192 5.978
O -1.97046 -0.31116 -1.36165 5.267 -1.498 -2.711

7.
9
Properties=species:S:1:pos:R:3:forces:R:3 method="wB97M-V/def2-TZVPD" total_charge=0 smiles=CS.O e_lumo_ev=0.91 de_lowest_kcal_mol=8.9
S -0.63538 0.96505 -1.53620 -0.253 -0.181 -0.293
O 2.45696 -4.05918 3.67126 -0.994 0.819 0.376
C -1.52134 2.54229 -1.38417 -1.515 -0.333 -0.810
H -1.09940 3.33241 -0.77875 0.270 -0.115 0.003
H -2.53744 2.30270 -1.05420 0.314 -0.045 0.804
H -1.81142 2.88738 -2.38570 0.966 0.265 0.024
H 1.73002 -3.45502 3.91976 0.372 -0.042 -0.815
H 0.46229 1.16329 -0.82418 0.218 0.407 0.273
H 2.53507 -4.47381 4.52483 0.622 -0.777 0.439